[1]
2 unconnected molecules or ions with the total composition C2H6Br2N. Source: OMol25; level of theory: ωB97M-V/def2-TZVPD.

- Energy relative to the best compared isomer or geometry (same formula, charge and spin): 74.1 kcal/mol
- Gap between HOMO and LUMO (spin up / spin down): 5.661 / 5.713 eV
- 2S+1: 1
- Charge: +1

Structure (XYZ):
```
11
C2H6Br2N, DFT ωB97M-V/def2-TZVPD
C -1.302 1.236 0.194
C 2.315 -1.256 -0.978
N -1.036 -0.048 0.697
Br 2.927 -2.770 -1.796
Br 1.413 -1.238 0.636
H -0.532 2.009 0.523
H -1.316 1.379 -0.843
H -2.222 1.641 0.769
H 2.166 -0.247 -1.518
H -1.849 -0.665 0.655
H -0.563 -0.041 1.660
```

natural (NBO) population analysis, charges in e, atoms 1 to 8:
1 C -0.435
2 C -0.313
3 N -0.825
4 Br 0.423
5 Br 0.487
6 H 0.205
7 H 0.210
8 H 0.205

[2]
2 unconnected molecules or ions with the total composition C5H9I3N3O. Source: OMol25; level of theory: ωB97M-V/def2-TZVPD.

- Gap between HOMO and LUMO (spin up / spin down): 4.944 / 4.909 eV
- 2S+1: 1
- Charge: +1

Structure (XYZ):
```
21
C5H9I3N3O, DFT ωB97M-V/def2-TZVPD
C -0.829 -1.256 -0.257
C 0.681 0.351 -1.144
C -0.023 1.692 0.913
C 1.105 1.224 0.138
C 2.118 0.473 0.996
N -1.670 -1.174 0.560
N 0.327 -0.982 -0.825
N 1.352 -1.926 -0.847
O -2.705 -1.255 1.123
I -1.524 2.882 0.165
I -6.784 -0.914 0.414
I -4.779 0.284 -0.848
H -0.150 0.864 -1.630
H 1.548 0.320 -1.804
H -0.153 1.368 1.935
H 1.584 2.079 -0.355
H 1.657 -0.360 1.519
H 2.545 1.142 1.738
H 2.927 0.088 0.383
H 1.093 -2.790 -0.383
H 1.683 -2.110 -1.791
```

natural (NBO) population analysis, charges in e, atoms 1 to 8:
1 C 0.279
2 C -0.156
3 C -0.047
4 C -0.415
5 C -0.610
6 N 0.192
7 N -0.243
8 N -0.634

[3]
A molecular structure, C31H31CuN5O2. Source: OMol25; level of theory: ωB97M-V/def2-TZVPD.

- Gap between HOMO and LUMO (spin up / spin down): 8.085 / 5.612 eV
- 2S+1: 2

Structure (XYZ):
```
70
C31H31CuN5O2, DFT ωB97M-V/def2-TZVPD
Cu 1.393 -0.319 -0.122
C 2.268 0.057 -2.891
N 2.920 -0.510 -1.679
C 3.051 -1.947 -1.783
C 4.004 0.216 -1.159
C 5.168 0.418 -1.906
C 6.274 1.181 -1.455
C 6.178 1.712 -0.146
C 4.968 1.547 0.607
C 3.889 0.819 0.146
N 2.736 0.506 0.881
C 2.201 1.238 1.874
C 2.131 2.671 1.715
C 1.221 3.439 2.396
C 0.335 2.833 3.347
C 0.437 1.438 3.563
C 1.277 0.597 2.747
N 1.310 -0.764 2.961
C 0.219 -1.504 3.576
C 2.602 -1.475 3.060
H 2.924 -0.257 -3.736
H 2.288 1.166 -2.760
H 1.277 -0.299 -2.987
H 3.585 -2.267 -2.674
H 2.125 -2.533 -1.695
H 3.573 -2.355 -0.885
H 5.203 -0.027 -2.873
H 7.136 1.330 -2.120
H 6.969 2.315 0.251
H 4.899 1.994 1.598
H 2.803 3.142 0.979
H 1.054 4.477 2.161
H -0.439 3.411 3.822
H -0.184 0.987 4.323
H 0.139 -1.354 4.693
H 0.303 -2.549 3.292
H -0.731 -1.160 3.164
H 2.900 -1.555 4.116
H 3.411 -0.990 2.465
H 2.435 -2.505 2.706
O -0.294 -2.914 0.516
C -0.927 -2.026 -0.037
N -2.284 -2.024 -0.206
C -2.796 -0.722 -0.781
C -1.404 -0.078 -1.039
O -1.339 0.965 -1.652
N -0.351 -0.837 -0.567
C -3.496 -0.921 -2.157
C -2.893 -1.800 -3.074
C -3.291 -1.849 -4.380
C -4.282 -0.957 -4.850
C -4.888 -0.047 -3.955
C -4.498 -0.066 -2.644
C -3.570 0.014 0.217
C -3.203 1.122 0.950
C -4.037 1.702 1.886
C -5.286 1.127 2.215
C -5.712 0.045 1.441
C -4.901 -0.424 0.418
H -2.872 -2.665 0.295
H -2.178 -2.557 -2.734
H -2.855 -2.597 -5.052
H -4.532 -0.989 -5.927
H -5.793 0.578 -4.213
H -4.862 0.734 -1.992
H -2.209 1.587 0.839
H -3.660 2.579 2.430
H -5.817 1.471 3.086
H -6.736 -0.350 1.627
H -5.284 -1.224 -0.234
```

natural (NBO) population analysis, charges in e, atoms 1 to 8:
1 Cu 1.019
2 C -0.402
3 N -0.528
4 C -0.434
5 C 0.099
6 C -0.207
7 C -0.231
8 C -0.187

[4]
A single C6H7F molecule. Source: OMol25; level of theory: ωB97M-V/def2-TZVPD.

- Energy relative to the best compared isomer or geometry (same formula, charge and spin): 8.2 kcal/mol
- Gap between HOMO and LUMO: 9.701 eV
- 2S+1: 1
- Structure (SMILES): CC1(F)C=CC=C1

Structure (XYZ):
```
14
C6H7F, DFT ωB97M-V/def2-TZVPD
C 0.348 -0.582 1.705
C 0.349 -0.394 0.221
F 1.182 -1.334 -0.361
C -1.091 -0.531 -0.230
C -1.467 0.624 -0.812
C -0.324 1.625 -0.741
C 0.726 1.026 -0.225
H -0.184 0.212 2.236
H 1.416 -0.708 2.045
H -0.131 -1.563 1.872
H -1.791 -1.313 0.064
H -2.424 0.831 -1.255
H -0.518 2.572 -1.106
H 1.737 1.360 -0.116
```

natural (NBO) population analysis, charges in e, atoms 1 to 8:
1 C -0.629
2 C 0.278
3 F -0.352
4 C -0.217
5 C -0.201
6 C -0.211
7 C -0.198
8 H 0.232

[5]
A molecular structure, C25H40MnN8O4PS3Se. Source: OMol25; level of theory: ωB97M-V/def2-TZVPD.

- Gap between HOMO and LUMO (spin up / spin down): 6.900 / 6.965 eV
- 2S+1: 6
- Charge: -1

Structure (XYZ):
```
83
C25H40MnN8O4PS3Se, DFT ωB97M-V/def2-TZVPD
Mn 0.217 0.156 0.477
N 1.635 -0.874 2.275
C 2.329 -2.115 1.927
C 1.433 -2.984 1.057
N 0.957 -2.228 -0.097
C -0.042 -2.947 -0.879
C -0.646 -2.009 -1.915
N -1.171 -0.827 -1.233
H 2.247 -0.248 2.782
H 0.827 -1.078 2.855
H 2.624 -2.695 2.809
H 3.237 -1.845 1.379
H 0.557 -3.293 1.626
H 1.991 -3.884 0.756
H 1.751 -1.993 -0.685
H -0.819 -3.268 -0.183
H 0.374 -3.836 -1.376
H -1.409 -2.551 -2.486
H 0.117 -1.672 -2.620
H -1.995 -1.074 -0.695
H -1.427 -0.105 -1.895
N -7.923 -2.118 1.641
C -6.579 -1.979 1.981
C -5.773 -1.061 1.305
C -4.415 -0.994 1.565
C -3.857 -1.827 2.518
C -4.647 -2.724 3.217
C -6.001 -2.804 2.949
S -2.092 -1.983 2.682
O -1.744 -2.107 4.079
O -1.781 -3.137 1.859
N -1.394 -0.705 1.998
C -1.434 0.450 2.718
N -2.455 0.728 3.545
C -2.420 1.891 4.172
C -1.393 2.807 4.018
C -0.384 2.440 3.145
N -0.382 1.280 2.507
H -8.360 -1.306 1.242
H -8.496 -2.597 2.314
H -6.216 -0.408 0.562
H -3.788 -0.282 1.040
H -4.182 -3.346 3.971
H -6.622 -3.520 3.476
H -3.266 2.100 4.821
H -1.383 3.756 4.533
H 0.462 3.088 2.946
Se -1.145 2.374 -0.139
C -2.110 2.790 -1.729
C -3.136 3.738 -1.662
C -3.836 4.061 -2.810
N -3.602 3.517 -4.005
C -2.622 2.618 -4.063
C -1.861 2.220 -2.975
H -3.359 4.213 -0.716
H -4.630 4.802 -2.779
H -2.425 2.200 -5.047
H -1.046 1.524 -3.112
C 6.055 2.879 -1.954
C 4.686 3.357 -1.483
C 4.582 3.300 0.034
O 3.626 2.682 -2.199
P 3.053 1.184 -2.228
S 1.718 1.139 -3.646
S 2.597 0.537 -0.357
O 4.430 0.419 -2.680
C 4.730 -0.985 -2.771
C 3.556 -1.851 -3.208
C 5.335 -1.489 -1.463
H 6.834 3.546 -1.580
H 6.087 2.858 -3.043
H 6.239 1.873 -1.584
H 4.541 4.393 -1.799
H 4.853 2.311 0.396
H 3.568 3.522 0.361
H 5.270 4.034 0.461
H 5.503 -1.030 -3.544
H 2.731 -1.719 -2.512
H 3.857 -2.901 -3.225
H 3.212 -1.558 -4.198
H 4.616 -1.369 -0.656
H 6.229 -0.915 -1.211
H 5.605 -2.543 -1.557
```

Mulliken population analysis, charges in e, atoms 1 to 8:
1 Mn 1.187
2 N -0.270
3 C -0.850
4 C -0.595
5 N 0.834
6 C -0.719
7 C -0.677
8 N -0.243

[6]
3 unconnected molecules or ions with the total composition C3H10O3. Source: OMol25; level of theory: ωB97M-V/def2-TZVPD.

- Energy relative to the best compared isomer or geometry (same formula, charge and spin): 21.5 kcal/mol
- Gap between HOMO and LUMO: 9.985 eV
- 2S+1: 1
- Structure (SMILES): C=CCO.O.O

Structure (XYZ):
```
16
C3H10O3, DFT ωB97M-V/def2-TZVPD
C 0.228 -2.842 -1.164
C 0.295 -1.522 -1.134
C 0.772 -0.692 0.017
O 1.213 0.554 -0.483
H -0.269 -3.518 -1.829
H 0.656 -3.338 -0.296
H -0.001 -0.922 -1.976
H -0.080 -0.530 0.677
H 1.570 -1.217 0.546
H 1.410 1.085 0.307
O -2.333 1.811 0.574
H -2.315 2.274 -0.278
H -2.492 0.898 0.287
O 0.680 2.321 1.624
H 0.952 3.238 1.487
H -0.286 2.399 1.642
```

natural (NBO) population analysis, charges in e, atoms 1 to 8:
1 C -0.406
2 C -0.178
3 C -0.103
4 O -0.737
5 H 0.205
6 H 0.178
7 H 0.199
8 H 0.164

[7]
2 unconnected molecules or ions with the total composition C7H10NO. Source: OMol25; level of theory: ωB97M-V/def2-TZVPD.

- Energy relative to the best compared isomer or geometry (same formula, charge and spin): 124.7 kcal/mol
- Gap between HOMO and LUMO: 8.307 eV
- 2S+1: 1
- Charge: +1

Structure (XYZ):
```
19
C7H10NO, DFT ωB97M-V/def2-TZVPD
C -3.786 0.028 -1.019
C -2.723 0.417 -0.301
C -1.762 0.841 0.381
C -0.051 -1.561 0.287
C 0.938 -0.866 1.257
C 0.544 -0.428 -0.129
C 1.095 0.589 -1.083
N 1.514 1.834 -0.375
O -0.918 1.413 0.996
H -4.673 -0.344 -0.560
H -0.697 -2.396 0.275
H -3.988 -0.064 -2.122
H 0.510 -0.528 2.177
H 1.940 -1.292 1.266
H 0.230 0.916 -1.760
H 1.983 0.100 -1.510
H 2.312 1.841 0.209
H 0.699 2.124 0.244
H 1.556 2.701 -0.922
```

natural (NBO) population analysis, charges in e, atoms 1 to 8:
1 C -0.159
2 C -0.332
3 C 0.638
4 C -0.117
5 C -0.453
6 C -0.034
7 C -0.272
8 N -0.687

[8]
A single C27H31N5O2 molecule. Source: OMol25; level of theory: ωB97M-V/def2-TZVPD.

- Energy relative to the best compared isomer or geometry (same formula, charge and spin): 0.0 kcal/mol
- Gap between HOMO and LUMO: 8.203 eV
- 2S+1: 1
- Structure (SMILES): Cn1c(C(=O)NCCN2CCN(Cc3ccccc3)CC2)cc2c(=O)n(C)c3ccccc3c21

Structure (XYZ):
```
65
C27H31N5O2, DFT ωB97M-V/def2-TZVPD
C 1.412 3.009 -0.706
N 1.464 1.806 0.081
C 0.476 1.435 0.965
C -0.761 2.198 1.211
O -0.881 3.405 1.059
N -1.774 1.422 1.661
C -3.062 1.975 2.006
C -3.908 2.385 0.777
N -4.235 1.362 -0.183
C -3.195 0.995 -1.121
C -3.857 0.251 -2.291
N -4.609 -0.915 -1.886
C -3.896 -2.177 -1.831
C -2.735 -2.302 -0.867
C -1.441 -2.008 -1.281
C -0.372 -2.139 -0.413
C -0.578 -2.568 0.888
C -1.864 -2.856 1.313
C -2.933 -2.729 0.440
C -5.513 -0.597 -0.804
C -4.862 0.173 0.355
C 0.846 0.259 1.581
C 2.091 -0.104 1.044
C 2.895 -1.258 1.347
O 2.580 -2.134 2.138
N 4.092 -1.314 0.646
C 4.942 -2.450 0.939
C 4.486 -0.381 -0.295
C 5.708 -0.539 -0.959
C 6.125 0.358 -1.918
C 5.329 1.443 -2.252
C 4.126 1.627 -1.610
C 3.679 0.743 -0.621
C 2.450 0.868 0.105
H 2.304 3.613 -0.534
H 0.544 3.587 -0.392
H 1.323 2.775 -1.770
H -1.659 0.422 1.668
H -3.597 1.243 2.612
H -2.894 2.879 2.599
H -4.850 2.794 1.159
H -3.378 3.180 0.250
H -2.715 1.903 -1.491
H -2.422 0.353 -0.666
H -3.107 -0.043 -3.026
H -4.564 0.940 -2.768
H -4.638 -2.947 -1.597
H -3.526 -2.367 -2.845
H -1.268 -1.687 -2.300
H 0.630 -1.918 -0.754
H 0.262 -2.687 1.556
H -2.035 -3.197 2.324
H -3.930 -2.982 0.774
H -5.970 -1.517 -0.434
H -6.301 0.038 -1.224
H -5.636 0.473 1.067
H -4.137 -0.477 0.875
H 0.327 -0.269 2.354
H 5.904 -2.125 1.336
H 4.423 -3.039 1.695
H 5.094 -3.065 0.050
H 6.346 -1.374 -0.729
H 7.074 0.207 -2.411
H 5.649 2.142 -3.010
H 3.520 2.470 -1.887
```

natural (NBO) population analysis, charges in e, atoms 1 to 8:
1 C -0.430
2 N -0.308
3 C 0.026
4 C 0.651
5 O -0.644
6 N -0.604
7 C -0.247
8 C -0.212

[9]
A single C18H26N6O4 molecule. Source: OMol25; level of theory: ωB97M-V/def2-TZVPD.

- Energy relative to the best compared isomer or geometry (same formula, charge and spin): 9.0 kcal/mol
- Gap between HOMO and LUMO: 9.373 eV
- 2S+1: 1
- Structure (SMILES): Cc1n[nH]c(C)c1CC(=O)N1CC(=O)NC[C@H]1C(=O)N[C@H]1CCCN(C)C1=O

Structure (XYZ):
```
54
C18H26N6O4, DFT ωB97M-V/def2-TZVPD
C -3.479 1.186 -0.028
C -2.975 0.031 0.767
N -3.799 -0.689 1.510
N -3.024 -1.645 2.055
C -1.730 -1.566 1.689
C -0.714 -2.538 2.174
C -1.651 -0.481 0.844
C -0.428 0.052 0.163
C 0.100 1.287 0.874
O -0.548 2.328 0.812
N 1.240 1.229 1.620
C 2.079 0.064 1.833
C 1.964 -0.391 3.278
O 1.823 -1.557 3.595
N 2.012 0.646 4.140
C 2.311 2.005 3.725
C 1.603 2.398 2.419
C 2.494 3.380 1.620
O 3.658 3.589 1.902
N 1.855 3.936 0.564
C 2.435 5.060 -0.119
C 2.057 5.108 -1.588
C 2.739 6.319 -2.203
C 2.226 7.593 -1.561
N 2.122 7.511 -0.113
C 1.822 8.768 0.542
C 2.066 6.359 0.614
O 1.769 6.332 1.796
H -2.672 1.659 -0.583
H -4.255 0.864 -0.724
H -3.908 1.942 0.629
H -3.436 -2.328 2.665
H 0.185 -2.498 1.561
H -0.401 -2.330 3.197
H -1.099 -3.558 2.129
H 0.311 -0.735 0.043
H -0.683 0.402 -0.840
H 1.788 -0.762 1.200
H 3.122 0.316 1.609
H 1.919 0.425 5.119
H 1.968 2.677 4.509
H 3.382 2.166 3.606
H 0.673 2.920 2.644
H 0.858 3.771 0.491
H 3.522 4.968 -0.036
H 2.367 4.181 -2.073
H 0.970 5.190 -1.699
H 3.819 6.229 -2.060
H 2.561 6.379 -3.278
H 2.894 8.427 -1.793
H 1.241 7.846 -1.978
H 1.735 8.590 1.608
H 2.621 9.490 0.352
H 0.881 9.187 0.170
```

natural (NBO) population analysis, charges in e, atoms 1 to 8:
1 C -0.645
2 C 0.168
3 N -0.281
4 N -0.334
5 C 0.172
6 C -0.652
7 C -0.166
8 C -0.495

[10]
10 unconnected molecules or ions with the total composition C35H83NO14S4. Source: OMol25; level of theory: ωB97M-V/def2-TZVPD.

- Energy relative to the best compared isomer or geometry (same formula, charge and spin): 0.0 kcal/mol
- Gap between HOMO and LUMO: 9.657 eV
- 2S+1: 1
- Structure (SMILES): O=S1(=O)CCCC1.O=S1(=O)CCCC1.O=S1(=O)CCCC1.O=S1(=O)CCCC1.COC[C@H](C)N.CC(C)O.CC(C)O.CC(C)O.CC(C)O.CC(C)O

Structure (XYZ):
```
137
C35H83NO14S4, DFT ωB97M-V/def2-TZVPD
O 1.175 0.322 2.507
S 0.045 -0.091 1.696
O -1.211 -0.419 2.317
C -0.234 1.037 0.296
C -0.150 0.259 -1.007
C -0.018 -1.239 -0.681
C 0.675 -1.412 0.628
H 0.613 1.737 0.358
H -1.038 1.751 0.476
H -1.040 0.390 -1.633
H 0.610 0.553 -1.735
H 0.620 -1.702 -1.429
H -0.992 -1.727 -0.647
H 1.737 -1.203 0.565
H 0.471 -2.333 1.171
O -2.097 -6.796 1.864
S -2.671 -5.519 2.189
O -3.866 -5.097 1.511
C -2.895 -5.393 3.939
C -1.760 -4.565 4.536
C -1.428 -3.545 3.438
C -1.402 -4.260 2.094
H -3.106 -6.365 4.382
H -3.788 -4.797 4.138
H -2.064 -4.080 5.461
H -0.816 -5.049 4.809
H -0.488 -3.003 3.543
H -2.203 -2.771 3.428
H -0.531 -4.924 2.192
H -1.291 -3.755 1.143
O 5.161 -2.016 -0.470
S 4.075 -1.500 -1.238
O 2.864 -2.279 -1.407
C 3.797 0.193 -0.764
C 4.814 1.034 -1.547
C 5.269 0.265 -2.838
C 4.556 -1.077 -2.902
H 3.785 0.234 0.327
H 2.790 0.509 -1.044
H 4.273 1.928 -1.840
H 5.717 1.277 -0.997
H 6.346 0.099 -2.826
H 5.071 0.884 -3.711
H 5.053 -1.921 -3.375
H 3.587 -0.953 -3.392
O -1.568 0.680 5.786
S -0.536 0.681 6.782
O -0.849 0.641 8.189
C 0.704 -0.585 6.407
C 1.787 0.074 5.566
C 1.479 1.574 5.332
C 0.560 2.087 6.420
H 0.124 -1.406 5.989
H 1.083 -0.822 7.399
H 2.720 0.016 6.130
H 1.960 -0.450 4.628
H 0.937 1.713 4.394
H 2.403 2.142 5.254
H -0.209 2.808 6.144
H 1.041 2.341 7.363
C -4.068 -2.135 -0.795
O -4.676 -0.971 -1.297
C -4.487 0.168 -0.473
C -5.232 1.354 -1.080
C -6.659 0.937 -1.404
N -4.501 1.777 -2.274
H -3.234 -2.006 -0.097
H -3.925 -2.861 -1.590
H -4.777 -2.642 -0.111
H -4.855 -0.053 0.536
H -3.406 0.360 -0.404
H -5.046 2.133 -0.337
H -7.195 0.648 -0.499
H -6.662 0.124 -2.122
H -7.148 1.797 -1.870
H -4.984 2.426 -2.879
H -4.106 1.061 -2.867
C -1.584 6.216 -1.390
C -2.367 5.081 -2.003
C -2.396 5.186 -3.526
O -1.669 3.901 -1.632
H -0.526 5.962 -1.492
H -1.735 6.316 -0.313
H -1.793 7.182 -1.847
H -3.422 5.134 -1.710
H -1.411 5.122 -3.987
H -2.883 6.119 -3.823
H -3.001 4.384 -3.960
H -2.197 3.093 -1.656
C 0.613 1.132 -4.873
C 1.359 2.422 -5.155
C 2.283 2.487 -6.328
O 0.359 3.483 -5.330
H 1.308 0.419 -4.417
H 0.144 0.701 -5.761
H -0.202 1.285 -4.164
H 1.766 2.755 -4.189
H 1.689 2.335 -7.232
H 3.058 1.723 -6.259
H 2.736 3.472 -6.418
H -0.031 3.640 -4.465
C -1.689 -2.148 -5.957
C -1.984 -2.951 -4.698
C -1.483 -2.333 -3.403
O -3.412 -3.068 -4.596
H -1.885 -1.080 -5.809
H -2.319 -2.478 -6.785
H -0.681 -2.213 -6.380
H -1.561 -3.949 -4.800
H -1.765 -3.040 -2.619
H -1.890 -1.351 -3.178
H -0.392 -2.428 -3.396
H -3.791 -2.184 -4.618
C 2.945 -2.782 3.753
C 3.400 -3.729 2.670
C 3.935 -5.037 3.238
O 2.279 -4.003 1.814
H 3.797 -2.509 4.393
H 2.303 -3.272 4.493
H 2.465 -1.889 3.357
H 4.260 -3.357 2.103
H 4.677 -4.836 4.013
H 4.481 -5.585 2.468
H 3.129 -5.677 3.598
H 2.462 -3.531 0.994
C 1.973 5.039 0.280
C 2.782 4.271 1.283
C 2.035 3.608 2.434
O 3.329 3.144 0.524
H 2.605 5.688 -0.325
H 1.248 5.713 0.754
H 1.342 4.419 -0.357
H 3.658 4.827 1.619
H 1.391 4.366 2.896
H 2.691 3.250 3.222
H 1.379 2.829 2.048
H 3.499 2.433 1.150
```

Mulliken population analysis, charges in e, atoms 1 to 8:
1 O -0.487
2 S 1.402
3 O -0.738
4 C -0.141
5 C -0.207
6 C 0.354
7 C 0.421
8 H -0.713